3 unconnected molecules or ions with the total composition C29H50N4O4S in a non-equilibrium geometry. Source: OMol25; level of theory: ωB97M-V with the def2-TZVPD basis set.

As for the net charge: 0. Its SMILES is C#C[C@H]1[C@H](CCCCCCCCCC)C(=O)N[C@@]1(CN)CCSc1nnco1.C1CCOC1.C1CCOC1. The value obtained for the total energy is -55862.5436 eV. The HOMO-LUMO gap is 9.288 eV. The calculation puts the highest occupied orbital energy at -8.79 eV. As for the max |F|: 0.0966 Eh/bohr. The value obtained for the LUMO energy is 0.497 eV.

Geometry as XYZ:
```
88
Properties=species:S:1:pos:R:3:forces:R:3
C 1.40861 1.56304 1.93763 -0.13 0.86 -1.04
C 1.53393 1.03681 0.83631 1.27 -1.42 0.89
C 2.19033 0.18057 -0.32520 0.48 1.81 0.53
C 3.09740 1.26861 -1.03748 -1.14 2.37 -0.03
C 3.28466 1.28071 -2.62153 1.39 -0.70 0.30
C 3.03795 -0.09831 -3.36950 -0.24 0.99 -1.68
C 2.39336 0.23901 -4.81586 -1.03 -1.73 1.24
C 0.78441 0.26357 -4.66235 -0.37 0.41 -0.77
C 0.13007 1.66534 -5.04919 0.63 0.45 -0.21
C -0.31084 2.56776 -3.82242 -0.48 -0.19 -0.10
C -1.29038 1.86603 -2.79004 0.51 0.75 0.50
C -1.67979 2.93571 -1.67220 -0.34 -1.07 -0.31
C -2.66776 2.34521 -0.57516 0.29 0.61 0.89
C -1.90696 1.44322 0.51558 -0.81 1.19 -0.46
C 4.37306 1.39499 -0.08488 -0.64 -1.90 0.26
O 5.22085 2.26302 -0.02445 -1.20 -1.31 -0.21
N 4.28584 0.21276 0.77799 0.22 0.76 -0.96
C 3.33611 -0.78511 0.26022 -1.63 -0.98 0.44
C 4.06334 -1.81742 -0.73977 0.14 -0.21 -0.25
N 5.33686 -1.35352 -1.32725 -0.41 0.21 0.05
C 2.58392 -1.75433 1.27430 -0.41 -0.64 0.74
C 1.41943 -2.58115 0.52406 0.28 -0.54 -0.96
S -0.22623 -1.99376 1.14026 -0.44 -0.62 -0.71
C -1.56109 -2.96531 0.38374 -2.78 -0.74 1.37
N -2.77038 -3.00200 1.03444 3.18 0.52 -1.02
N -3.66656 -3.72835 0.29761 3.49 -0.43 -3.51
C -2.95624 -4.10938 -0.80823 -2.22 0.39 2.41
O -1.61913 -3.70572 -0.79969 -1.85 0.62 1.15
H 1.29003 2.30599 2.76923 0.07 -1.47 -1.27
H 1.36432 -0.27988 -0.94059 1.22 0.40 0.53
H 2.56081 2.25797 -0.86228 0.77 -1.08 -0.11
H 2.69349 2.12851 -3.09107 0.43 -1.26 0.73
H 4.37842 1.55574 -2.80987 -1.36 -0.18 0.17
H 2.30606 -0.79464 -2.87427 0.88 0.79 -0.29
H 3.99871 -0.64943 -3.57942 -0.93 0.54 0.58
H 2.79117 1.19645 -5.25347 -0.32 -1.12 0.37
H 2.60875 -0.67822 -5.45164 0.04 1.46 0.37
H 0.32002 -0.50722 -5.36325 0.76 0.86 0.91
H 0.44759 -0.03671 -3.62339 0.57 0.36 -1.10
H -0.70877 1.52936 -5.80835 0.83 0.14 1.22
H 0.93313 2.25190 -5.61054 -1.06 -0.66 0.56
H -0.86627 3.48281 -4.21912 0.77 -1.09 0.41
H 0.60001 2.96991 -3.27269 -1.00 -0.57 -0.59
H -2.20572 1.49247 -3.33975 0.93 0.30 0.68
H -0.78832 1.00586 -2.23322 -0.64 0.88 -0.95
H -0.71820 3.22408 -1.14447 -1.12 -0.02 -0.59
H -2.13271 3.82820 -2.21199 0.55 -0.91 0.86
H -3.06739 3.23775 0.00883 0.31 -1.17 -0.76
H -3.55942 1.79656 -0.99643 1.03 0.53 0.11
H -1.29666 2.17104 1.13108 -0.35 -1.13 -0.86
H -1.28036 0.66686 -0.00791 -0.60 0.67 0.92
H -2.67099 1.00426 1.23033 0.96 0.14 -0.99
H 5.17556 -0.12641 1.15082 -0.53 0.35 -0.04
H 4.31749 -2.75232 -0.13864 -0.35 1.21 -0.70
H 3.36685 -2.16545 -1.56713 0.91 0.55 1.00
H 6.03443 -1.14787 -0.60668 -0.40 -0.21 -0.32
H 5.23057 -0.48838 -1.86779 -0.06 -0.51 0.26
H 3.26488 -2.55145 1.72097 -0.62 1.19 -0.59
H 2.09679 -1.23766 2.15108 0.72 -0.17 -0.96
H 1.52311 -3.69275 0.68634 -0.12 1.25 0.00
H 1.42384 -2.41609 -0.59562 0.16 -0.19 1.31
H -3.52116 -4.68136 -1.59023 1.65 0.58 0.48
C -3.59863 -6.72836 4.79533 -0.15 0.12 0.32
C -3.86296 -6.41485 3.33629 -0.11 -0.23 -0.30
C -2.69464 -5.51016 2.99295 0.10 0.31 0.12
O -1.59633 -5.91985 3.82161 -0.25 -0.16 0.08
C -2.08370 -6.81425 4.82906 0.27 -0.12 -0.11
H -4.08448 -7.64075 5.14408 0.05 0.03 -0.01
H -3.94012 -5.89801 5.42114 0.01 -0.07 -0.01
H -3.81114 -7.33411 2.74410 -0.03 0.05 0.01
H -4.83122 -5.94697 3.15495 0.08 0.01 -0.01
H -2.91904 -4.46537 3.22562 -0.04 -0.02 -0.14
H -2.40684 -5.57806 1.94230 0.09 0.00 0.08
H -1.73795 -7.82335 4.57811 -0.04 -0.05 0.10
H -1.66825 -6.53550 5.79973 0.07 0.04 -0.08
C -1.40808 6.00690 3.36122 0.37 0.14 0.12
C -2.50375 6.56524 2.47675 -0.38 0.08 0.07
C -2.28124 5.80458 1.18282 0.18 -0.04 -0.28
O -1.73968 4.52602 1.54122 0.03 0.37 0.29
C -1.36112 4.55485 2.92361 -0.19 -0.28 -0.01
H -1.60184 6.12391 4.42822 0.01 -0.04 -0.05
H -0.45777 6.49811 3.13009 -0.04 -0.03 0.05
H -3.48293 6.31268 2.89516 0.03 0.04 -0.04
H -2.45697 7.64732 2.34825 0.00 -0.06 -0.02
H -1.55031 6.31153 0.54385 -0.07 0.07 -0.03
H -3.20336 5.66562 0.61407 0.07 -0.10 -0.01
H -2.08288 3.94861 3.48178 0.07 -0.01 0.08
H -0.36964 4.11231 3.04184 -0.05 -0.02 -0.11
```
Forces are in eV/Å.

2 unconnected molecules or ions with the total composition C3H7Br2 in a non-equilibrium geometry. Source: OMol25; level of theory: ωB97M-V with the def2-TZVPD basis set.

As for the net charge: 0. The value obtained for the total energy is -143308.2929 eV. The spin multiplicity is 2. The HOMO-LUMO gap (spin up / spin down) is 11.301 / 7.003 eV. The calculation puts the highest occupied orbital energy (spin up / spin down) at -10.29 / -10.31 eV. As for the max |F|: 0.0351 Eh/bohr. The value obtained for the LUMO energy (spin up / spin down) is 1.014 / -3.307 eV.

Geometry as XYZ:
```
12
Properties=species:S:1:pos:R:3:forces:R:3
Br -0.76682 -0.01680 1.80959 0.76 0.00 0.56
Br 2.84223 -0.01680 1.09669 -0.15 0.00 0.01
H -1.42272 -0.01680 -0.55813 0.14 0.00 0.40
C -2.00847 -0.01680 0.36730 -1.13 0.00 -1.41
C -2.85791 1.25930 0.35195 -0.20 0.46 0.14
C -2.85791 -1.29290 0.35195 -0.20 -0.46 0.14
H -2.45140 1.97321 -0.36812 0.04 0.03 0.17
H -3.89208 1.05486 0.03666 0.36 -0.05 0.11
H -2.89976 1.76086 1.32703 -0.01 -0.21 -0.21
H -2.45140 -2.00681 -0.36812 0.04 -0.03 0.17
H -2.89976 -1.79446 1.32703 -0.01 0.21 -0.21
H -3.89208 -1.08846 0.03666 0.36 0.05 0.11
```
Forces are in eV/Å.

A molecular structure, C56H45BrN2O4PdS2Te in a non-equilibrium geometry. Source: OMol25; level of theory: ωB97M-V with the def2-TZVPD basis set.

As for the net charge: 0. The value obtained for the total energy is -172455.8536 eV. The spin multiplicity is 5. The HOMO-LUMO gap (spin up / spin down) is 7.790 / 5.721 eV. The calculation puts the highest occupied orbital energy (spin up / spin down) at -7.41 / -8.02 eV. As for the max |F|: 0.0425 Eh/bohr. The value obtained for the LUMO energy (spin up / spin down) is 0.380 / -2.304 eV.

Geometry as XYZ:
```
112
Properties=species:S:1:pos:R:3:forces:R:3
Pd -0.03923 0.19424 -0.05829 0.27 2.16 0.23
O -1.37856 0.01712 -1.65030 -0.50 -0.12 -0.33
C -2.37669 0.95240 -1.92398 0.28 -0.32 0.00
C -2.11059 2.29973 -1.18797 -0.07 -0.02 0.05
C -2.39749 2.21501 0.27355 0.20 -0.04 0.05
C -3.51594 2.82395 0.81808 -0.06 0.07 0.06
C -3.74463 2.71058 2.17474 -0.07 0.04 0.03
C -2.87475 1.96106 2.94347 0.02 0.08 0.08
C -1.79440 1.33337 2.34118 0.10 -0.05 -0.12
C -0.86451 0.44587 3.11473 0.02 0.11 -0.11
C -0.96028 -1.06279 2.76726 -0.02 -0.15 0.07
O -0.63082 -1.26628 1.42592 -0.08 -0.26 0.30
C -2.36115 -1.64777 2.99950 -0.01 -0.09 0.00
C -3.27768 -1.10672 3.89235 -0.06 -0.03 0.11
C -4.52352 -1.69639 4.09334 0.05 0.00 -0.03
C -4.86839 -2.84766 3.40429 0.07 0.00 -0.02
C -3.95496 -3.40676 2.51513 0.02 0.02 0.06
C -2.71934 -2.81085 2.31629 -0.03 0.06 0.05
C 0.04135 -1.76438 3.71988 -0.03 -0.06 -0.05
C -0.26662 -1.98206 5.06355 -0.02 0.03 0.01
C 0.64992 -2.57190 5.92311 0.02 0.02 -0.07
C 1.90111 -2.95963 5.45714 -0.05 0.02 -0.03
C 2.22122 -2.74349 4.12616 -0.04 0.05 -0.03
C 1.29691 -2.15053 3.27021 0.01 -0.02 0.13
N -1.54908 1.50545 1.03304 -0.16 -0.40 -0.19
C -3.74455 0.44650 -1.45900 -0.13 0.03 -0.04
C -3.80848 -0.49546 -0.43622 -0.12 -0.04 0.04
C -5.03508 -0.86791 0.10554 0.01 0.00 -0.01
C -6.21302 -0.31119 -0.38030 0.07 0.04 -0.04
C -6.15814 0.61602 -1.41576 0.07 -0.03 0.00
C -4.92913 0.99223 -1.94889 -0.06 -0.01 0.09
C -2.32616 1.18747 -3.44407 0.13 -0.12 0.04
C -1.76364 2.32718 -4.00813 -0.02 0.00 -0.15
C -1.58904 2.43706 -5.38816 -0.01 -0.03 0.08
C -1.97546 1.40170 -6.22226 -0.04 -0.10 0.05
C -2.53936 0.25221 -5.66777 0.03 0.09 0.02
C -2.70762 0.14810 -4.29642 0.01 0.04 0.04
H -1.06065 2.55688 -1.32289 0.05 0.04 -0.06
H -2.72893 3.08306 -1.62752 -0.04 0.02 0.06
H -4.19498 3.36695 0.17410 0.04 0.00 0.02
H -4.60072 3.19313 2.62967 0.01 -0.01 0.00
H -3.02593 1.86007 4.00973 -0.01 0.00 -0.05
H 0.16053 0.72584 2.87377 0.08 0.06 0.07
H -1.01768 0.59197 4.18440 0.01 0.01 -0.01
H -3.02670 -0.21875 4.45940 -0.03 -0.11 -0.03
H -5.22118 -1.25180 4.79396 0.03 -0.01 -0.03
H -5.83733 -3.30667 3.55683 0.02 0.00 -0.01
H -4.20937 -4.30963 1.97228 0.01 0.03 0.01
H -2.01323 -3.24383 1.62013 -0.03 -0.01 -0.01
H -1.24014 -1.69862 5.44678 0.02 -0.03 -0.01
H 0.38381 -2.73427 6.96059 -0.01 0.00 -0.02
H 2.61443 -3.42673 6.12542 -0.02 0.03 -0.02
H 3.19670 -3.02595 3.74575 -0.04 0.01 0.00
H 1.56336 -1.97984 2.24096 0.06 0.02 -0.09
H -2.88886 -0.92586 -0.05646 -0.03 0.02 -0.03
H -5.06440 -1.59270 0.91541 0.00 0.12 -0.13
H -7.16874 -0.59986 0.04298 0.04 0.01 -0.03
H -7.07300 1.04583 -1.81028 0.06 -0.02 0.02
H -4.89178 1.71899 -2.75488 0.00 -0.02 0.02
H -1.44904 3.15099 -3.38055 0.02 0.00 -0.04
H -1.15293 3.33823 -5.80469 -0.01 -0.02 0.02
H -1.84507 1.48617 -7.29488 -0.01 -0.01 0.03
H -2.84618 -0.56422 -6.31105 0.01 0.02 0.02
H -3.12758 -0.75333 -3.86331 0.01 0.04 -0.02
N 0.96545 1.30236 -1.72789 -0.08 0.06 -0.03
S 2.47892 1.47291 -2.15620 0.10 -0.07 0.33
C 2.63106 3.02726 -3.03904 -0.10 0.12 -0.02
C 1.75395 4.04252 -2.68822 0.05 0.05 -0.13
C 1.86886 5.27892 -3.31279 0.02 -0.03 0.01
C 2.85590 5.49180 -4.26591 -0.04 -0.01 0.01
C 3.74018 4.47108 -4.59274 0.01 -0.02 0.03
C 3.63478 3.23282 -3.97643 0.03 0.04 -0.01
C 2.77652 0.35095 -3.49829 -0.01 -0.18 -0.07
C 3.66025 -0.69335 -3.27582 0.00 0.00 -0.02
C 3.79792 -1.67812 -4.24817 -0.02 0.03 0.01
C 3.04867 -1.60817 -5.41278 -0.01 -0.01 0.01
C 2.15958 -0.55596 -5.62073 0.02 -0.01 -0.01
C 2.01847 0.43192 -4.66272 0.01 -0.05 0.01
H 0.35182 1.17116 -2.53402 -0.04 -0.01 0.07
H 0.99144 3.85419 -1.94199 0.02 -0.01 -0.03
H 1.18661 6.07708 -3.04926 0.00 -0.01 -0.01
H 2.93553 6.45320 -4.75866 0.01 -0.03 0.04
H 4.51465 4.63758 -5.33072 -0.02 0.00 0.00
H 4.31939 2.43328 -4.23604 -0.04 0.03 0.01
H 4.21625 -0.74432 -2.34569 -0.07 -0.02 -0.03
H 4.47544 -2.50489 -4.08220 0.00 -0.01 0.00
H 3.14641 -2.38404 -6.16296 0.00 0.04 0.03
H 1.56855 -0.50946 -6.52666 0.01 -0.02 0.01
H 1.31640 1.24634 -4.81356 0.02 -0.03 0.02
Te 0.46366 -2.53537 -0.28054 -0.07 -0.83 -0.19
C 1.99031 -3.54309 -1.28323 0.14 -0.07 0.03
C 1.79315 -4.41555 -2.33008 0.09 -0.06 -0.06
C 2.98099 -5.08413 -2.72715 -0.10 0.04 0.04
C 4.05052 -4.72270 -1.95583 0.07 -0.11 -0.10
S 3.63665 -3.56207 -0.78121 -0.03 0.09 -0.01
H 0.82600 -4.57441 -2.79361 0.08 0.02 0.04
H 3.03167 -5.80469 -3.53339 0.01 0.06 0.06
H 5.06789 -5.08424 -2.02876 -0.11 0.04 -0.02
Br 7.74415 0.71760 4.42486 0.03 0.00 0.03
C 6.17007 0.47437 3.39910 -0.02 0.01 0.04
C 6.27531 0.00027 2.10324 -0.09 -0.03 -0.09
C 5.11522 -0.17499 1.36058 0.10 -0.13 0.01
C 3.87552 0.14276 1.89932 0.02 0.07 -0.09
C 3.79330 0.61908 3.20058 -0.01 0.03 0.08
C 4.94090 0.77452 3.96400 -0.05 -0.01 -0.03
C 2.63778 -0.00832 1.06272 -0.15 -0.02 -0.25
O 2.61549 -0.96316 0.22744 0.01 0.15 0.05
O 1.71021 0.82116 1.22225 0.21 -0.34 0.26
H 7.24531 -0.23282 1.68577 -0.02 0.01 0.00
H 5.16484 -0.57168 0.35292 0.00 0.03 0.04
H 2.82357 0.85343 3.62173 0.02 0.02 -0.04
H 4.88296 1.12761 4.98424 0.00 0.00 -0.01
```
Forces are in eV/Å.